Record 1
Entry from the Open Molecules 2025 dataset: a molecular structure, C23H15AsN4O10RuS (ωB97M-V with the def2-TZVPD basis set).

Element x y z (Å)
H  -2.317  3.415  4.825
C  -1.382  2.420  1.759
N  -0.364  1.619  2.093
C  -3.065  -4.462  1.800
Ru  -0.247  -0.067  0.990
C  -3.275  -2.611  0.277
O  -3.658  -0.676  -1.412
C  4.802  1.449  -4.759
O  -1.153  -1.099  2.859
C  2.512  -0.594  -0.043
C  -1.748  2.920  4.047
C  -4.251  -4.995  1.306
O  1.343  -0.164  2.405
C  -4.944  -4.339  0.306
H  0.688  1.478  -1.685
O  -0.924  1.505  -0.329
C  4.706  3.270  -6.401
O  1.808  0.450  4.519
H  -4.629  -5.925  1.712
S  -2.735  -1.045  -0.376
H  -0.364  1.936  5.404
C  1.469  0.851  -1.293
C  -0.681  2.104  4.385
O  -1.339  -1.286  -0.785
H  2.618  -1.272  0.784
H  4.775  -0.102  -3.294
C  -2.564  -3.270  1.291
O  -0.676  -3.852  3.271
C  -1.578  2.454  0.261
H  5.664  1.049  -5.275
C  4.186  2.602  -5.233
H  -5.869  -4.753  -0.075
O  -2.202  3.356  -0.266
C  4.307  0.808  -3.638
H  0.148  -3.640  3.726
C  3.197  1.324  -2.977
As  -0.945  -2.573  2.086
C  -2.098  3.102  2.714
C  2.578  2.478  -3.449
N  2.702  0.673  -1.827
C  -4.456  -3.145  -0.208
H  4.379  -0.560  -1.220
N  5.125  3.801  -7.331
C  1.142  0.487  3.497
O  0.383  -2.408  1.093
H  -2.915  3.735  2.398
H  -4.981  -2.609  -0.987
C  3.368  -0.253  -1.030
O  -2.710  -0.177  0.809
H  2.588  4.006  -4.941
N  1.331  0.102  -0.228
H  1.724  2.896  -2.935
C  -0.015  1.450  3.370
C  3.069  3.110  -4.575
H  -2.527  -4.974  2.584

Its spin multiplicity is 2. Its charge is -1. The frontier orbital gap (spin up / spin down) comes out at 6.745 / 7.078 eV. The expectation value of S² is 0.75. The calculation puts the energy relative to the best compared isomer or geometry (same formula, charge and spin) at 61.8 kcal per mole. The HOMO energy (spin up / spin down) comes out at -0.18832 / -0.20060 hartree. As for the molar mass: 715.45 g mol⁻¹. The LUMO energy (spin up / spin down) is 1.62 / 1.62 eV.

=====

Record 2
Entry from the Open Molecules 2025 dataset: a single C4H4O3S2 molecule (ωB97M-V with the def2-TZVPD basis set).

Element x y z (Å)
C  -0.212  0.479  0.362
H  1.865  0.160  0.237
C  1.072  0.608  -0.330
H  -0.276  1.317  1.029
C  -1.080  -0.582  0.164
S  -0.964  3.013  -1.306
H  -2.694  -1.926  -0.449
O  1.454  4.271  -0.517
C  -1.877  -1.466  0.002
H  0.867  0.067  -1.267
O  0.236  3.145  1.327
S  0.635  3.224  -0.057
O  1.544  1.877  -0.493

Its spin multiplicity is 1. Its charge is 0. The frontier orbital gap (spin up / spin down) comes out at 6.359 / 5.274 eV. The calculation puts the energy relative to the best compared isomer or geometry (same formula, charge and spin) at 117.8 kcal per mole. The HOMO energy (spin up / spin down) comes out at -0.34508 / -0.32556 hartree. As for the molar mass: 164.21 g mol⁻¹. The LUMO energy (spin up / spin down) is -3.03 / -3.59 eV.

=====

Record 3
Entry from the Open Molecules 2025 dataset: a molecular structure, C7H15NOS3 (ωB97M-V with the def2-TZVPD basis set).

Element x y z (Å)
H  -2.922  -2.509  -0.065
H  0.716  -2.288  2.157
N  -1.616  -1.019  -0.967
H  0.040  -1.141  -2.053
S  3.463  -0.061  -0.673
H  4.816  1.797  -0.285
H  -2.940  -0.977  0.554
C  3.837  1.540  0.098
S  1.641  -0.040  1.486
H  3.107  2.308  -0.057
H  -0.438  -2.688  -1.416
C  -2.852  -1.545  -0.404
H  -3.683  -1.202  -1.049
H  4.052  1.274  1.133
H  -1.932  3.733  -0.290
C  2.296  -0.933  0.208
C  0.341  -1.207  2.082
O  0.065  0.562  -0.940
H  -0.467  -1.093  1.370
H  0.101  -0.840  2.968
C  -1.023  0.215  -0.664
H  -1.443  -2.119  -2.755
C  -1.215  2.890  0.158
H  -0.320  2.636  -0.464
C  -0.852  -1.722  -1.892
S  -2.232  1.337  0.118
H  -1.107  3.075  1.228

Its spin multiplicity is 1. Its charge is 0. The frontier orbital gap comes out at 9.027 eV. The calculation puts the energy relative to the best compared isomer or geometry (same formula, charge and spin) at 56.0 kcal per mole. The HOMO energy comes out at -0.31090 hartree. As for the molar mass: 225.40 g mol⁻¹. The LUMO energy is 0.57 eV.

=====

Record 4
Entry from the Open Molecules 2025 dataset: a single C4H9NO2 molecule (ωB97M-V with the def2-TZVPD basis set).

Element x y z (Å)
O  2.034  -1.550  0.146
H  2.972  -0.013  -0.777
O  -0.421  -1.908  1.220
H  0.521  -2.052  1.011
H  -0.183  0.632  1.390
C  -0.889  -1.021  0.248
H  -2.139  1.469  0.157
H  -1.964  -0.907  0.429
C  2.060  -0.412  -0.298
C  -1.182  1.399  -0.368
H  -0.738  2.401  -0.382
H  -1.378  1.096  -1.404
N  1.053  0.486  -0.303
H  1.297  1.396  -0.669
H  -0.768  -1.408  -0.778
C  -0.274  0.385  0.323

Its spin multiplicity is 1. Its charge is 0. The frontier orbital gap comes out at 10.635 eV. The calculation puts the energy relative to the best compared isomer or geometry (same formula, charge and spin) at 18.4 kcal per mole. The HOMO energy comes out at -0.36446 hartree. As for the molar mass: 103.12 g mol⁻¹. The LUMO energy is 0.72 eV. The SMILES is C[C@@H](CO)NC=O.

=====

Record 5
Entry from the Open Molecules 2025 dataset: a molecular structure, C30H44BrClN2P2Pb (ωB97M-V with the def2-TZVPD basis set).

Element x y z (Å)
H  -6.074  -1.588  1.781
H  -3.065  -2.748  -0.291
H  -3.740  1.107  -1.033
H  3.652  1.687  -3.723
C  1.244  -0.612  5.020
H  0.015  -4.397  1.548
H  -1.104  -1.167  -2.636
H  2.427  1.214  -4.894
H  -2.383  2.550  1.364
H  2.132  -3.069  1.049
Cl  1.768  3.338  4.980
H  -3.752  -0.224  4.940
H  3.296  -1.248  -1.988
H  3.260  -0.039  -3.956
C  2.839  0.973  -3.906
C  3.515  -0.546  -1.167
C  -0.366  3.898  -3.048
H  3.494  1.989  0.397
Pb  0.004  -0.015  0.408
C  4.945  -0.023  -1.286
H  -2.874  1.603  -3.200
H  0.067  -5.093  -0.083
C  -4.716  0.001  1.230
P  2.154  0.692  -1.126
C  -2.373  -3.432  0.227
C  1.553  0.681  5.442
H  1.314  -1.464  5.691
H  0.575  -1.826  3.334
H  5.141  0.479  -2.241
C  -1.241  3.474  -0.843
H  -2.608  1.445  3.504
H  0.341  4.884  -1.267
C  -4.015  -0.146  3.883
H  1.956  2.781  0.033
C  1.717  1.074  -2.875
C  -1.391  -2.214  -2.801
C  3.507  3.233  -1.387
C  -3.732  0.898  1.711
N  0.740  0.186  2.811
H  4.357  2.791  -1.923
H  -2.453  -4.419  -0.260
H  5.640  -0.870  -1.225
C  -2.165  2.549  -1.378
H  2.206  -3.810  -0.574
H  -2.473  -2.297  -2.648
C  -3.053  1.785  -0.518
C  -3.387  0.809  3.079
H  3.424  -1.121  -0.229
C  0.832  -0.826  3.702
C  -2.177  2.333  -2.781
C  -1.314  3.035  -3.618
H  -1.210  3.647  0.233
C  -2.712  -3.520  1.712
C  -0.611  -3.188  -1.927
H  -1.000  -4.212  -2.025
Br  1.061  4.605  -4.137
C  -3.022  1.825  0.846
C  -0.362  4.166  -1.677
C  0.344  -4.209  0.514
C  1.848  -3.950  0.455
C  1.002  1.459  3.215
H  1.280  2.084  -2.895
H  0.883  2.263  2.487
H  2.812  3.652  -2.125
H  -2.495  -2.579  2.238
H  -1.344  2.894  -4.694
H  2.373  -4.822  0.869
H  3.906  4.077  -0.809
H  -5.026  0.003  0.186
H  -2.167  -4.335  2.208
C  -5.297  -0.907  2.129
H  -1.196  -2.453  -3.852
H  5.199  0.666  -0.473
C  2.817  2.266  -0.428
N  -4.940  -0.984  3.412
C  1.423  1.725  4.521
P  -0.674  -2.817  -0.127
H  -3.785  -3.724  1.818
H  0.901  0.382  -3.147
H  0.452  -3.213  -2.207
H  1.882  0.902  6.451

Its spin multiplicity is 1. Its charge is +4. The frontier orbital gap (spin up / spin down) comes out at 3.843 / 3.982 eV. The calculation puts the energy relative to the best compared isomer or geometry (same formula, charge and spin) at 0.0 kcal per mole. The HOMO energy (spin up / spin down) comes out at -0.70036 / -0.69993 hartree. As for the molar mass: 817.20 g mol⁻¹. The LUMO energy (spin up / spin down) is -15.22 / -15.06 eV.

=====

Record 6
Entry from the Open Molecules 2025 dataset: a molecular structure, C13H23BiGaI2NO5S2 (ωB97M-V with the def2-TZVPD basis set).

Element x y z (Å)
H  2.962  -1.624  2.443
H  -0.517  -3.465  0.711
C  1.961  -2.006  2.685
C  -1.676  2.583  0.182
I  3.925  0.878  0.328
C  1.653  3.427  -3.163
C  1.300  -2.513  1.416
C  2.172  -3.584  0.775
H  -2.781  -1.007  3.506
S  1.082  1.146  -1.883
N  -2.077  0.383  4.952
H  -1.718  1.355  4.940
H  1.763  -3.936  -0.176
H  1.449  4.162  -3.952
C  0.635  2.299  -3.274
H  -2.787  0.305  5.684
H  3.176  -3.192  0.584
Ga  -0.258  -0.759  -2.047
O  -2.672  -0.471  -4.229
H  -0.100  -3.770  2.420
Bi  0.875  1.351  0.881
H  0.662  2.289  -5.396
C  -0.795  2.752  -3.033
S  1.212  -1.088  0.246
C  0.802  1.561  -4.593
H  2.241  -4.431  1.475
H  -1.495  1.924  -3.209
O  -2.734  -1.684  -0.295
H  -1.008  3.555  -3.746
O  -0.330  0.815  3.238
H  2.668  3.028  -3.303
H  2.038  -2.847  3.392
C  -2.557  0.064  3.572
O  -1.542  0.401  1.397
H  1.807  1.143  -4.672
C  -0.123  -3.005  1.626
H  0.052  0.777  -4.712
C  -1.397  0.445  2.658
H  -0.936  3.135  -2.018
O  -2.793  2.677  0.389
H  1.392  -1.187  3.133
H  -1.308  -0.236  5.206
C  -1.760  -1.332  -0.793
H  1.591  3.931  -2.191
C  -1.666  -0.486  -3.661
I  1.885  -2.179  -2.738
H  -3.475  0.606  3.335
H  -0.800  -2.191  1.911

Its spin multiplicity is 1. Its charge is +4. The frontier orbital gap (spin up / spin down) comes out at 6.592 / 5.653 eV. The HOMO energy (spin up / spin down) comes out at -0.78795 / -0.79146 hartree. As for the molar mass: 869.97 g mol⁻¹. The LUMO energy (spin up / spin down) is -14.85 / -15.88 eV.